9
Properties=species:S:1:pos:R:3:lowdin_charge:R:1 method="wB97M-V/def2-TZVPD" e_tot_ev=-3207.02401 e_lumo_ev=1.3588 e_homo_ha=-0.3542 charge=0 molar_mass_g_mol=42.1 homo_lumo_gap_ev=11.00 smiles="C=CC" largest_force_ha_per_bohr=0.0735
C -1.049 -0.098 -0.053 -0.1555
C 1.340 -0.161 -0.031 -0.0003
C 0.230 0.541 -0.074 -0.2768
H -1.626 0.080 0.907 0.1008
H -1.737 0.089 -0.868 0.0733
H 2.267 0.232 -0.049 0.0156
H 0.206 1.683 0.121 0.1295
H -0.837 -1.153 0.036 0.0620
H 1.208 -1.212 0.012 0.0513


9
Properties=species:S:1:pos:R:3:lowdin_charge:R:1 method="wB97M-V/def2-TZVPD" e_tot_ev=-19549.47617 e_lumo_ev=0.6847 e_homo_ha=-0.4088 charge=0 molar_mass_g_mol=109.1 homo_lumo_gap_ev=11.81 largest_force_ha_per_bohr=0.0883
S -0.244 -0.749 -0.604 0.5321
O 0.855 0.269 -1.111 -0.2585
O 0.163 -2.076 -0.715 -0.2280
O -1.539 -0.351 -0.992 -0.2422
N 0.638 1.215 -0.087 -0.0100
C 0.114 -0.051 0.927 -0.1018
H -0.865 0.231 1.390 0.1032
H -0.113 1.757 -0.435 0.0737
H 0.991 -0.244 1.627 0.1314


49
Properties=species:S:1:pos:R:3:lowdin_charge:R:1 method="wB97M-V/def2-TZVPD" e_tot_ev=-31303.11739 e_lumo_ev=0.4748 e_homo_ha=-0.3739 charge=0 molar_mass_g_mol=302.3 homo_lumo_gap_ev=10.65 smiles=OCCO.OCCO.OCCO.OCCO.O.O.O largest_force_ha_per_bohr=0.0869
O -0.848 2.207 2.323 -0.0454
O -1.328 -1.662 3.041 -0.0815
O -2.323 0.501 -3.511 -0.0511
O -0.971 -1.639 0.271 -0.1228
O -1.346 1.093 -0.072 -0.1106
O 1.268 0.195 1.905 -0.1010
O 1.279 -2.532 2.001 -0.0581
O 1.984 -1.783 -3.167 -0.0273
O -1.436 4.636 -1.241 -0.0701
O 1.278 3.558 -1.466 -0.0673
O 1.999 0.952 -0.786 -0.0667
C -2.114 -2.200 0.917 -0.2202
C 2.497 -0.795 -2.341 -0.2595
C -2.184 0.159 -2.146 -0.2339
C -1.643 1.462 -1.460 -0.1705
C 2.467 -1.804 2.060 -0.2038
C 2.226 -0.425 2.718 -0.1938
C 1.440 0.189 -1.855 -0.2064
C -1.876 -2.749 2.319 -0.2281
H 1.304 -2.233 -2.699 0.0684
H -1.493 -0.670 -1.953 0.0962
H 3.269 -0.265 -2.851 0.1185
H 1.674 0.736 0.064 0.0296
H -0.586 4.489 -1.717 0.0219
H -2.809 -3.128 2.865 0.1435
H -1.055 -0.670 0.200 0.0316
H -2.988 -1.578 0.764 0.1177
H 1.023 0.824 -2.670 0.1368
H -1.258 1.818 0.557 0.0478
H -0.401 -1.856 3.149 0.0426
H -3.161 -0.089 -1.766 0.1134
H 1.860 -0.430 3.726 0.1142
H 0.490 -0.355 1.936 0.0504
H 3.192 -2.501 2.455 0.1210
H -2.177 -3.152 0.233 0.1473
H -2.118 4.476 -1.893 0.0276
H 0.028 1.796 2.279 0.0247
H -1.111 -3.566 2.272 0.1240
H 2.787 -1.506 1.018 0.1262
H 1.063 4.095 -0.681 0.0523
H 2.950 -1.239 -1.442 0.1141
H -2.495 -0.267 -4.027 0.0710
H -0.726 1.889 -1.990 0.1109
H 0.743 -2.332 1.263 0.0328
H 1.703 2.777 -1.085 0.0045
H -1.380 1.535 2.794 0.0698
H 0.624 -0.446 -1.493 0.0964
H -2.447 2.225 -1.489 0.1131
H 3.126 0.262 2.673 0.1496


27
Properties=species:S:1:pos:R:3:lowdin_charge:R:1 method="wB97M-V/def2-TZVPD" e_tot_ev=-57262.29894 e_lumo_ev="-14.5422 / -14.7957" e_homo_ha="-0.6833 / -0.6779" charge=+3 molar_mass_g_mol=335.2 homo_lumo_gap_ev="4.05 / 3.65" largest_force_ha_per_bohr=0.1655
Sc -1.762 0.632 -0.568 0.9104
S 1.535 1.744 2.579 1.2627
O -0.677 -5.272 -0.896 0.0567
O -0.887 0.282 -3.832 0.2794
O -4.113 -1.353 -2.150 0.2923
O -4.060 2.907 -1.393 0.2889
O -3.822 -1.276 1.314 0.2791
N -1.152 2.120 2.193 0.1245
N 0.040 0.721 0.696 -0.0533
C -3.274 -0.685 -1.715 -0.0061
C -3.056 -0.616 0.741 0.0407
C 3.639 0.384 1.208 -0.0105
C -1.124 0.399 -2.704 0.0523
C 4.034 -0.435 0.136 0.0104
C -3.221 2.187 -1.039 0.0883
C 1.343 0.227 0.432 -0.2931
C 2.291 0.704 1.350 -0.3986
C 0.012 1.480 1.794 -0.6350
C -1.313 -4.329 -0.999 -0.0083
C 1.722 -0.597 -0.634 -0.0110
C 3.081 -0.922 -0.772 -0.0091
H -2.002 1.545 2.159 0.0919
H 5.088 -0.691 0.010 0.1431
H -1.032 2.594 3.085 0.1338
H 4.352 0.779 1.926 0.1386
H 3.403 -1.564 -1.594 0.1359
H 0.956 -0.964 -1.326 0.0961


22
Properties=species:S:1:pos:R:3:lowdin_charge:R:1 method="wB97M-V/def2-TZVPD" e_tot_ev=-8388.02178 spin_multiplicity=2 e_lumo_ev="-9.1350 / -13.6499" e_homo_ha="-0.7195 / -0.7194" s_squared=0.76 charge=+2 molar_mass_g_mol=103.2 homo_lumo_gap_ev="10.44 / 5.93" largest_force_ha_per_bohr=0.0830
N -0.660 -1.917 -0.591 0.1088
N 1.057 0.470 -0.156 0.2134
C -0.743 -2.292 -2.004 0.0159
C 1.506 2.084 1.619 -0.0293
C -0.580 2.400 0.144 -0.0310
C -1.241 -2.557 0.318 0.1823
C 0.367 1.419 0.818 -0.3874
H 2.012 0.212 0.111 0.1761
H 1.133 2.883 2.261 0.1095
H 0.155 -2.837 -2.333 0.1291
H -1.234 1.945 -0.603 0.0869
H -1.887 -3.418 0.129 0.1690
H -0.823 -1.422 -2.667 0.1193
H -1.136 2.937 0.912 0.1093
H 2.098 1.330 2.142 0.0948
H 2.162 2.595 0.902 0.1011
H -1.599 -2.957 -2.178 0.1456
H 0.012 3.161 -0.387 0.1058
H 1.120 0.872 -1.100 0.1801
H -1.106 -2.281 1.372 0.1518
H 0.466 -0.380 -0.292 0.1073
H -0.172 0.791 1.539 0.1417


26
Properties=species:S:1:pos:R:3:lowdin_charge:R:1 method="wB97M-V/def2-TZVPD" e_tot_ev=-96996.36354 e_lumo_ev=-4.3055 e_homo_ha=-0.4787 charge=+1 molar_mass_g_mol=272.6 homo_lumo_gap_ev=8.72 largest_force_ha_per_bohr=0.0134
Br 3.033 -1.776 -0.320 0.9136
Cl 6.146 -0.395 -0.621 0.7186
O -1.153 -0.514 0.196 -0.2184
N 3.275 2.240 -0.204 0.1750
N 5.216 0.984 -0.430 -0.3615
N 1.767 0.659 -0.149 0.0862
N 2.998 0.048 -0.281 -0.4536
C -1.955 -0.051 -0.889 -0.2714
C 1.995 1.959 -0.116 -0.0874
C -1.857 -1.116 1.280 -0.2639
C 3.891 1.057 -0.311 -0.4530
C -2.658 -2.343 0.888 -0.0670
C -2.970 1.007 -0.500 -0.0678
H -1.091 -1.398 2.003 0.1190
H 5.718 1.858 -0.406 0.1224
H -2.496 -0.378 1.774 0.1129
H -1.253 0.369 -1.613 0.1123
H -3.449 -2.106 0.177 0.0723
H -3.706 0.627 0.208 0.0736
H 0.898 0.126 -0.081 0.1334
H -2.478 1.864 -0.038 0.0803
H 1.217 2.690 0.002 0.1542
H -2.012 -3.092 0.428 0.0840
H -2.445 -0.893 -1.383 0.1136
H -3.508 1.350 -1.383 0.0862
H -3.125 -2.779 1.770 0.0862